# 1
12
Properties=species:S:1:pos:R:3:forces:R:3 method="wB97M-V/def2-TZVPD" largest_force_ev_per_a=1.2 charge=+2 homo_lumo_gap_ev=11.8
H -3.8369 4.8077 -0.3930 0.16 0.03 -0.14
O -3.4012 4.0145 -0.0514 -0.45 -0.39 -0.03
C -2.3543 1.2299 0.0811 -0.15 -0.09 0.64
C -2.1345 4.3349 0.5098 0.25 0.13 0.42
O -3.2107 0.5467 -0.2173 0.42 0.17 -0.25
O -1.5340 1.9455 0.5887 -0.17 -0.93 -0.09
C -1.1111 3.3376 0.0555 0.33 0.94 -0.71
Na -5.0115 2.5348 0.8346 -0.62 0.15 0.07
H -2.2221 4.3317 1.6017 0.21 0.15 -0.09
H -1.7777 5.3239 0.1850 -0.01 -0.23 0.08
H -0.1288 3.4653 0.5130 -0.15 -0.07 -0.12
H -1.0832 3.1858 -1.0279 0.18 0.15 0.23

=====

# 2
13
Properties=species:S:1:pos:R:3:forces:R:3 method="wB97M-V/def2-TZVPD" largest_force_ev_per_a=5.3 charge=0 e_above_lowest_kcal_mol=161.69 homo_lumo_gap_ev=6.5
H -0.5578 0.0709 1.4602 -3.44 -2.88 -0.77
C -0.4907 -0.7680 0.4462 1.92 1.62 0.23
O -0.3897 -1.9369 -0.3676 -4.40 -2.59 1.49
C 0.6177 -2.0149 -1.2967 2.13 -1.21 -0.56
O 1.3201 -0.9822 -1.4777 0.02 0.98 -0.07
O 0.7990 -3.1334 -1.7771 -0.80 1.05 0.37
H 0.2713 -1.1209 1.1698 2.78 1.78 -1.31
H -0.7709 -0.0808 -0.3766 2.04 1.10 0.69
H -1.5105 1.7157 1.1175 -0.10 -0.91 -1.11
C -0.7208 2.2442 0.5547 2.54 -0.04 4.58
O 0.4699 1.8842 0.7989 -3.36 1.43 -2.05
H -1.0861 3.2792 0.4434 0.97 0.12 -1.52
Na 2.0485 0.8429 -0.6949 -0.30 -0.46 0.02

=====

# 3
10
Properties=species:S:1:pos:R:3:forces:R:3 method="wB97M-V/def2-TZVPD" largest_force_ev_per_a=2.3 charge=-1 e_above_lowest_kcal_mol=17.89 smiles="CCC(=O)[O-]" homo_lumo_gap_ev=8.2
O -1.2278 -0.6777 0.4640 -0.80 -0.22 -0.40
C -0.0187 -0.6856 0.2251 2.14 0.41 0.76
O 0.8986 -1.4128 0.7184 -0.92 -0.25 -0.54
C 0.6368 0.5418 -0.5192 -1.40 1.14 -0.92
C -0.2968 1.7558 -0.6921 -0.89 1.00 0.53
H 0.7939 0.5514 -1.6168 1.42 -1.74 0.65
H 1.4844 0.7378 0.1450 0.16 0.26 -0.81
H -1.1196 1.7346 0.0502 0.56 0.46 -0.15
H -0.7997 1.7780 -1.6676 -0.15 -0.64 0.05
H 0.2395 2.7286 -0.7844 -0.11 -0.43 0.83

=====

# 4
11
Properties=species:S:1:pos:R:3:forces:R:3 method="wB97M-V/def2-TZVPD" largest_force_ev_per_a=4.4 charge=-1 e_above_lowest_kcal_mol=25.35 smiles="O=C([O-])CCS" homo_lumo_gap_ev=7.2
O -2.0138 0.0181 -0.9396 2.75 -2.09 -0.07
C -1.0272 -0.8447 -1.0628 -3.54 -0.01 -1.80
O -1.1771 -1.9949 -1.6832 1.81 3.31 2.28
C 0.3272 -0.2515 -0.4010 -0.52 -0.72 -2.76
C -0.0690 0.2519 0.9668 1.07 -0.09 1.37
S 1.2588 1.4064 1.5015 0.02 0.14 1.80
H 0.7015 0.6411 -1.0528 -1.13 -1.37 0.99
H 1.1807 -0.9978 -0.5426 -1.13 0.74 1.09
H -0.2535 -0.5435 1.7568 0.58 0.75 -1.06
H -0.9017 0.9382 1.0390 -0.51 -0.54 -0.96
H 1.9742 1.3767 0.4179 0.59 -0.10 -0.88

=====

# 5
11
Properties=species:S:1:pos:R:3:forces:R:3 method="wB97M-V/def2-TZVPD" largest_force_ev_per_a=5.1 charge=+1 e_above_lowest_kcal_mol=78.38 homo_lumo_gap_ev="6.5 / 7.6"
C -0.1744 -0.6337 2.0241 2.78 -3.12 1.81
C -1.5896 -0.2375 0.1757 -0.52 0.03 -4.71
C -0.0329 0.7953 -1.1666 -3.19 2.80 2.84
O -2.6089 -0.4943 -0.3438 0.67 0.16 1.09
O -1.1298 -0.2099 1.3616 -1.68 2.17 1.54
S -1.1252 1.0892 -2.4558 1.59 -1.23 0.11
H 0.4121 -0.0633 2.7265 -0.48 0.71 -0.03
H 0.0464 -1.6997 1.9171 0.19 0.29 -0.08
H 0.7045 0.0675 -1.2690 1.15 -1.12 -0.01
H 0.0519 1.6013 -0.2684 0.05 -1.81 -2.69
H -0.7437 -0.1088 -3.0587 -0.56 1.13 0.12

=====

# 6
11
Properties=species:S:1:pos:R:3:forces:R:3 method="wB97M-V/def2-TZVPD" largest_force_ev_per_a=4.3 charge=-1 e_above_lowest_kcal_mol=21.32 smiles="O=C([O-])CC[SeH]" homo_lumo_gap_ev=7.1
C 1.4187 1.2495 -1.9165 -0.63 -2.37 3.51
C 1.0972 0.1076 -0.4399 1.14 0.64 -0.30
C -0.3397 0.3957 0.0139 0.75 1.66 -0.68
O 0.4048 1.2155 -2.5724 -1.31 0.32 -1.63
O 2.4556 1.8428 -1.9463 1.89 0.84 -0.09
Se -1.3928 -0.2471 -1.5952 -1.37 -0.13 1.02
H 0.9648 -0.9039 -0.8134 0.93 -0.33 -0.28
H 1.9023 0.0751 0.4024 -1.36 0.47 -1.31
H -0.4095 1.5217 0.1488 -0.59 -1.31 -0.20
H -0.5949 -0.0986 0.9421 -0.42 -0.30 -0.04
H -2.5917 -0.9745 -0.9160 0.97 0.51 0.00

=====

# 7
11
Properties=species:S:1:pos:R:3:forces:R:3 method="wB97M-V/def2-TZVPD" largest_force_ev_per_a=2.0 charge=+1 s2=0.762 e_above_lowest_kcal_mol=0.00 spin_multiplicity=2 homo_lumo_gap_ev="9.2 / 6.8"
H 1.0091 1.3306 1.4773 -0.03 0.18 0.33
C -1.8425 0.8082 -0.0777 0.69 -0.31 0.81
C -1.1646 -0.3385 -0.0187 -1.58 0.17 -1.28
O 0.1500 -0.3440 -0.4857 0.49 0.27 -0.34
C 0.8663 -1.4450 -0.3832 -0.81 -1.06 0.26
O 2.0942 -0.9892 -0.2369 0.84 -0.15 -0.38
Tl 1.9049 1.4139 -0.0805 0.30 1.21 0.01
H -2.7140 0.9260 0.5645 -0.27 -0.21 -0.85
H -1.4475 1.6801 -0.6022 0.07 -0.07 0.51
H -1.5974 -1.3376 0.0394 0.30 0.24 0.98
H 2.7416 -1.7046 -0.1963 0.00 -0.29 -0.04

=====

# 8
11
Properties=species:S:1:pos:R:3:forces:R:3 method="wB97M-V/def2-TZVPD" largest_force_ev_per_a=4.5 charge=-1 e_above_lowest_kcal_mol=27.99 homo_lumo_gap_ev=7.9
O 2.8090 0.6757 0.6216 1.03 -0.57 -0.22
C 1.6226 0.6436 0.4565 -1.89 -0.71 -2.30
C 0.7346 1.5374 1.2005 -4.05 1.77 -0.63
H 0.9821 0.0009 -0.3405 1.76 0.76 1.54
H 0.5453 1.0630 2.1753 0.46 0.82 0.19
H -0.3769 1.5594 0.7607 2.53 -0.52 0.57
H 1.0122 2.6345 1.1069 0.34 -1.42 0.96
O -2.1135 -2.0569 -0.9375 0.24 -2.97 0.43
C -1.7255 -0.9173 -1.0835 -3.75 0.91 -1.86
O -1.1444 -0.1653 -0.3288 1.91 1.56 1.00
H -2.3613 -0.4675 -1.9865 1.41 0.37 0.31

=====

Table of DFT total energy (Eh), in record order: -504.66399, -580.35917, -267.81992, -666.00535, -665.49923, -2669.22694, -439.82153, -343.04349